Entry 1:
A cluster of 4 separate species, H8O4 in total. Source: OMol25; level of theory: ωB97M-V/def2-TZVPD.

Computed properties:
Relative energy (zero: lowest compared OMol25 entry of this formula, charge and spin)   16.5 kcal/mol
SMILES   O.O.O.O
Energy   -305.7530 hartree
Orbital gap   0.3901 Ha

```
! wB97M-V def2-TZVPD RIJCOSX def2/J DEFGRID3
* xyz 0 1
O -1.923 -1.636 -0.775
O 0.585 -0.139 -0.031
O 0.355 0.931 2.495
O 1.258 0.935 -2.440
H 1.805 1.666 -2.142
H -1.536 -1.840 -1.636
H -0.020 -0.861 0.182
H 0.683 1.318 3.315
H -2.427 -2.424 -0.540
H -0.540 1.281 2.396
H 1.087 0.398 -1.626
H 0.673 0.370 0.800
*
```

***

Entry 2:
An isolated molecule of C2H5BO at a distorted geometry. Source: OMol25; level of theory: ωB97M-V/def2-TZVPD.

Computed properties:
Relative energy (zero: lowest compared OMol25 entry of this formula, charge and spin)   82.6 kcal/mol
Energy   -179.2028 hartree
Orbital gap   0.3209 Ha

```
! wB97M-V def2-TZVPD RIJCOSX def2/J DEFGRID3
* xyz 0 1
O 3.022 -0.020 0.060
C 1.915 -0.247 0.077
C -1.313 -0.377 0.059
B 0.462 0.296 -0.018
H -2.187 0.404 0.129
H -1.306 -0.967 -0.954
H 0.229 1.124 0.828
H 0.424 0.820 -1.119
H -1.247 -1.033 0.938
*
```

***

Entry 3:
The ion C5H11NOS with charge +1 at a distorted geometry. Source: OMol25; level of theory: ωB97M-V/def2-TZVPD.

Computed properties:
Relative energy (zero: lowest compared OMol25 entry of this formula, charge and spin)   50.3 kcal/mol
Energy   -724.8982 hartree
Orbital gap (alpha / beta)   0.3499 / 0.1808 Ha

```
! wB97M-V def2-TZVPD RIJCOSX def2/J DEFGRID3
* xyz 1 2
S 3.133 0.239 -2.013
O 0.656 -2.610 0.081
N -0.388 0.543 0.023
C 0.552 -0.231 -0.758
C -2.522 0.512 1.269
C -1.724 0.009 -0.044
C 1.009 -1.456 0.168
C 1.906 0.782 -0.719
H -3.177 -0.234 1.535
H 3.972 -0.682 -1.379
H 1.395 -1.100 1.153
H 0.314 -0.405 -1.858
H -1.853 0.645 2.144
H -1.699 -1.101 -0.047
H -2.970 1.447 1.081
H 1.497 1.713 -1.068
H -0.219 0.680 1.067
H 2.285 0.947 0.318
H -2.166 0.300 -0.953
*
```

***

Entry 4:
An isolated molecule of C16H12Cl2N2O5 at a distorted geometry. Source: OMol25; level of theory: ωB97M-V/def2-TZVPD.

Computed properties:
SMILES   O=C(COC(=O)c1cnc(Cl)c(Cl)c1)NCc1ccc2c(c1)OCO2
Energy   -2023.0343 hartree
Orbital gap   0.2872 Ha

```
! wB97M-V def2-TZVPD RIJCOSX def2/J DEFGRID3
* xyz 0 1
Cl 8.150 1.611 -0.190
Cl 7.490 -1.464 -0.401
O 1.741 0.723 1.045
O -0.305 -2.880 -0.650
O 2.371 -1.413 0.759
O -5.399 -0.750 0.813
O -5.948 1.465 0.493
N -0.180 -0.622 -0.571
N 5.658 1.953 0.382
C -4.744 1.205 -0.105
C -2.740 1.514 -1.310
C 0.113 -1.861 -0.149
C 4.011 0.240 0.540
C 4.416 1.573 0.605
C 6.270 -0.323 -0.009
C -6.367 0.246 1.068
C -2.408 0.182 -1.130
C -3.922 2.053 -0.803
C -3.253 -0.673 -0.413
C 6.564 1.046 0.085
C 4.967 -0.726 0.224
C 2.594 -0.102 0.806
C -4.412 -0.139 0.088
C -1.109 -0.371 -1.658
C 1.063 -1.888 1.067
H -3.001 -1.711 -0.268
H -1.276 -1.332 -2.152
H -6.487 0.373 2.156
H 0.149 0.177 -0.043
H -7.332 -0.056 0.630
H 4.695 -1.768 0.161
H -2.072 2.158 -1.862
H 3.710 2.354 0.847
H 1.193 -2.924 1.381
H -0.651 0.328 -2.362
H -4.181 3.088 -0.949
H 0.633 -1.287 1.876
*
```

***

Entry 5:
A cluster of 9 separate species, C38H83BClNO13S2 in total at a distorted geometry. Source: OMol25; level of theory: ωB97M-V/def2-TZVPD.

Computed properties:
SMILES   CCN(CC)C(=S)SCCCC1=CC(=O)C(Cl)=C(OB(O)O)C1=O.CC(C)O.CC(C)O.CC(C)O.CC(C)O.CC(C)O.CC(C)O.CC(C)O.CC(C)O
Energy   -3812.0699 hartree
Orbital gap   0.2521 Ha

```
! wB97M-V def2-TZVPD RIJCOSX def2/J DEFGRID3
* xyz 0 1
Cl -4.686 -0.226 -2.188
S 1.839 3.308 0.330
S 1.868 0.819 1.988
O 1.970 2.701 9.197
O -3.624 2.371 -3.019
O 3.799 3.303 4.855
O 2.099 -0.762 -3.894
O 3.359 -0.635 -8.537
O -1.614 2.107 5.334
O -3.720 -1.340 2.857
O -2.141 -1.427 -4.534
O -4.232 -0.404 0.686
O -2.345 -1.812 0.946
O -2.999 1.603 2.162
O 1.158 -4.072 -9.508
O -5.665 -3.119 3.987
N 3.940 1.800 0.501
C 2.219 1.348 8.811
C 1.217 -1.739 -5.922
C -3.798 0.733 0.131
C 3.010 5.586 4.791
C 5.427 -1.289 -9.616
C 1.496 3.699 5.471
C -2.932 -3.698 -4.227
C 0.061 3.017 0.489
C 4.120 0.826 -0.592
C -2.492 1.838 6.426
C 3.669 1.387 -1.944
C 5.359 -0.676 -7.174
C 4.606 -1.302 -8.338
C 3.102 0.665 9.844
C -3.296 -2.466 -6.396
C 2.602 1.861 0.961
C 1.972 -1.979 -4.625
C 4.934 1.682 1.589
C -2.377 -2.669 -5.200
C -3.184 1.790 0.989
C -2.722 0.341 6.559
C 5.296 0.270 2.073
C 1.298 -3.042 -3.771
C -5.833 -5.115 5.352
C -2.969 3.271 -0.966
C -3.525 2.219 -1.842
C 2.915 4.233 5.483
C -2.791 3.083 0.342
C 0.898 0.621 8.623
C -3.797 2.598 6.249
C -5.558 -3.621 5.325
C -6.491 -2.854 6.248
C 0.015 -3.298 -9.879
C 0.404 -1.838 -10.051
C -1.086 -3.456 -8.840
C -3.949 0.955 -1.181
C -2.178 4.148 1.219
C -0.617 4.113 1.321
B -3.411 -1.185 1.522
H 4.039 1.209 9.963
H 5.663 0.316 3.103
H 1.484 -3.720 -8.671
H 1.051 -0.410 8.300
H -1.978 2.203 7.318
H -3.605 3.667 6.159
H 4.593 2.304 2.422
H -2.996 -1.115 -4.213
H 1.442 2.732 5.970
H -2.575 4.074 2.236
H -2.489 5.128 0.839
H 3.916 0.680 -2.743
H 2.995 -2.288 -4.852
H 6.296 -1.201 -6.980
H 1.212 -1.744 -10.778
H 0.205 -1.385 -5.708
H -6.392 -3.196 7.278
H 4.210 2.319 -2.147
H 5.591 0.370 -7.392
H -3.443 -3.401 -6.938
H 2.703 5.496 3.744
H -4.471 2.434 7.092
H -6.275 -1.787 6.211
H 1.855 -3.202 -2.847
H 3.602 -0.116 -0.362
H -3.194 -0.048 5.656
H -2.875 -1.727 -7.077
H -0.311 2.962 -0.538
H -4.230 -2.159 3.005
H 4.036 5.954 4.807
H 4.869 -1.746 -10.434
H -3.894 -3.363 -3.830
H 5.193 0.607 -0.655
H -0.740 -3.088 -7.871
H 1.207 -0.466 -3.673
H -0.438 -1.232 -10.387
H 4.455 -0.423 2.009
H -4.301 2.270 5.335
H -0.088 2.045 0.966
H 2.602 0.645 10.816
H -1.975 -2.891 -9.123
H -1.788 -2.196 1.638
H 1.151 3.552 4.442
H 6.366 -1.831 -9.489
H -5.153 -5.644 4.685
H 0.808 4.382 5.971
H 2.748 1.402 7.858
H -1.398 -2.997 -5.551
H -2.254 -3.830 -3.383
H 0.772 -1.433 -9.104
H 2.367 6.323 5.274
H -4.523 -3.435 5.616
H -4.273 -2.097 -6.069
H -1.772 -0.181 6.687
H 1.227 -3.993 -4.304
H 5.662 -0.261 -9.905
H 0.336 0.608 9.562
H -2.045 1.794 4.527
H 3.330 -0.362 9.555
H 0.287 -2.721 -3.503
H 2.593 1.581 -1.952
H -2.687 4.216 -1.429
H 1.145 -2.659 -6.508
H 3.497 3.203 3.945
H 4.341 -2.331 -8.088
H -5.717 -5.517 6.359
H -7.531 -2.996 5.938
H -6.855 -5.320 5.018
H 5.846 2.167 1.212
H 3.552 0.283 -8.758
H -0.335 3.935 2.364
H -6.570 -3.256 3.686
H 3.264 4.326 6.512
H 6.109 -0.140 1.459
H -0.311 -3.710 -10.835
H 0.286 1.131 7.879
H -1.362 -4.505 -8.719
H 4.752 -0.698 -6.267
H -0.211 5.093 1.044
H -3.078 -4.664 -4.713
H 1.715 -0.983 -6.529
H 1.500 2.677 10.038
H -3.362 0.111 7.412
*
```

***

Entry 6:
An isolated molecule of C7H12O2 at a distorted geometry. Source: OMol25; level of theory: ωB97M-V/def2-TZVPD.

Computed properties:
Relative energy (zero: lowest compared OMol25 entry of this formula, charge and spin)   42.2 kcal/mol
SMILES   COC(CC=O)=C(C)C
Energy   -424.3287 hartree
Orbital gap   0.3514 Ha

```
! wB97M-V def2-TZVPD RIJCOSX def2/J DEFGRID3
* xyz 0 1
O -1.065 0.305 1.192
O 2.950 1.389 -0.037
C 0.864 -0.062 -1.957
C -0.032 0.061 0.305
C 1.344 -0.069 0.941
C -0.257 -0.052 -1.004
C -1.689 -0.006 -1.464
C 1.978 1.313 0.728
C -1.418 -0.712 2.060
H 0.713 -0.979 -2.565
H -2.387 -0.031 -0.628
H -1.823 1.083 -1.924
H -0.716 -0.958 2.869
H -1.547 -1.644 1.377
H 1.483 2.146 1.204
H 1.992 -0.839 0.608
H -2.341 -0.378 2.561
H 1.222 -0.307 1.992
H 0.843 0.758 -2.643
H 1.810 -0.155 -1.447
H -1.925 -0.865 -2.167
*
```